Record 1
{
  "formula": "C5H16N3",
  "method": "wB97M-V/def2-TZVPD",
  "elements": ["N", "C", "C", "C", "N", "C", "N", "C", "H", "H", "H", "H", "H", "H", "H", "H", "H", "H", "H", "H", "H", "H", "H", "H"],
  "positions_angstrom": [[-3.7238, 2.6145, -0.2182], [0.1427, -0.3603, 0.9958], [0.3271, -1.8368, 0.6380], [1.7819, -2.0921, 0.1320], [2.1067, -3.3923, -0.4313], [-0.7109, 0.6432, 0.2865], [-0.2303, 2.0594, -0.1683], [0.9372, 1.8826, -0.9916], [-3.0288, 2.9688, -0.9847], [-4.4563, 1.9617, -0.3328], [-3.7677, 3.4426, 0.3517], [0.0847, -0.2423, 2.1276], [0.2719, -2.4700, 1.5179], [-0.3319, -2.1810, -0.2401], [2.0129, -1.3752, -0.6711], [2.4234, -1.8141, 1.0136], [2.2980, -4.2216, 0.1838], [1.9313, -3.5575, -1.3526], [-1.5544, 0.9294, 0.9884], [-1.2963, 0.2091, -0.5463], [-0.2346, 2.6790, 0.6259], [0.5912, 1.2170, -1.7654], [1.4712, 2.8744, -1.1379], [1.6503, 1.1894, -0.4176]],
  "total_charge": 1,
  "orbital_gap_ev": 5.120,
  "e_above_lowest_kcal_mol": 149.1,
  "spin_multiplicity": 1
}

=====

Record 2
{
  "formula": "C5H16N3",
  "method": "wB97M-V/def2-TZVPD",
  "elements": ["C", "C", "N", "N", "N", "H", "H", "H", "H", "H", "H", "H", "H", "C", "C", "C", "H", "H", "H", "H", "H", "H", "H", "H"],
  "positions_angstrom": [[-1.4374, 0.8728, -0.5473], [0.7227, 0.4209, -1.7948], [-0.3184, 1.1636, -1.3936], [0.7811, -0.9444, -1.5366], [1.8414, 1.0037, -2.2267], [-0.6488, 1.8266, -2.0887], [-0.0328, -1.5187, -1.4907], [1.6096, -1.3839, -1.6468], [1.7252, 1.9309, -2.5518], [2.7652, 0.6913, -2.0682], [-1.4803, -0.0195, 0.0330], [-2.3568, 0.7400, -1.2522], [-1.5124, 1.7699, 0.1804], [-0.1942, -1.1700, 2.1011], [-1.6045, -1.5146, 2.6241], [0.4411, 0.3045, 2.2811], [-0.1887, -1.2881, 0.8986], [0.4902, -2.0000, 2.5428], [-2.0605, -2.3264, 2.0929], [-1.5099, -1.6889, 3.7179], [-0.3876, 1.0112, 2.2358], [1.3257, 0.2818, 1.5775], [-2.4430, -0.7726, 2.6839], [1.0089, 0.7044, 3.2479]],
  "total_charge": 2,
  "orbital_gap_ev": [9.082, 3.361],
  "e_above_lowest_kcal_mol": 99.4,
  "spin_multiplicity": 2
}

=====

Record 3
{
  "formula": "C5H16N3",
  "method": "wB97M-V/def2-TZVPD",
  "elements": ["N", "C", "C", "N", "C", "C", "N", "C", "H", "H", "H", "H", "H", "H", "H", "H", "H", "H", "H", "H", "H", "H", "H", "H"],
  "positions_angstrom": [[-0.6430, 2.3324, -0.6080], [0.3014, 1.9374, -1.6508], [1.2259, 0.7312, -1.0670], [0.4281, -0.1964, -0.2182], [-0.3714, -1.2316, -0.9357], [0.5456, -2.4844, -1.5807], [0.3316, -0.1160, 2.9585], [-1.0667, 0.1525, 2.9666], [0.6765, -0.6413, 2.1294], [-1.5158, 2.7709, -0.8739], [-0.6658, 1.4569, -0.0290], [-0.0343, 1.6295, -2.6356], [0.8492, 2.8698, -1.8264], [1.5574, 0.1806, -1.9091], [2.2296, 1.2177, -0.6516], [-0.0684, -3.4642, -1.4015], [-1.1141, -1.5710, -0.2287], [-1.0867, -0.8239, -1.6809], [0.9567, -2.3650, -2.6199], [1.3728, -2.5118, -0.8247], [0.4905, -0.6603, 3.7704], [-1.3921, 0.2940, 1.8966], [-1.3100, 1.0939, 3.5514], [-1.6968, -0.6009, 3.4690]],
  "total_charge": 2,
  "orbital_gap_ev": [8.644, 5.707],
  "e_above_lowest_kcal_mol": 155.6,
  "spin_multiplicity": 2
}

=====

Record 4
{
  "formula": "C5H16N3O",
  "method": "wB97M-V/def2-TZVPD",
  "elements": ["C", "N", "N", "C", "C", "O", "N", "C", "C", "H", "H", "H", "H", "H", "H", "H", "H", "H", "H", "H", "H", "H", "H", "H", "H"],
  "positions_angstrom": [[-2.2536, -1.2729, 0.0255], [-1.3673, -0.3089, -0.6440], [-0.9614, 0.6582, 0.2150], [-1.5925, 1.9464, 0.1357], [0.5781, 0.9449, -0.0773], [1.1997, 1.8695, 0.7149], [1.1916, -0.3641, -0.2227], [2.2032, -0.4359, -1.2413], [1.6941, -0.7157, 1.1329], [-2.4146, -1.0968, 1.0609], [-3.2606, -1.3616, -0.3460], [-1.9334, -2.2855, -0.0602], [-1.7044, -0.0560, -1.5542], [-0.9227, 2.6872, -0.4747], [-2.6676, 1.8850, -0.1619], [-1.6234, 2.2537, 1.1393], [0.6888, 1.3617, -1.1434], [1.2866, 1.3807, 1.5602], [0.3691, -0.9914, -0.5501], [2.4970, -1.5399, -1.1863], [1.9045, -0.1366, -2.2074], [3.0544, 0.2699, -0.9956], [1.9109, -1.8360, 1.2792], [2.6406, -0.1751, 1.2638], [0.8030, -0.5902, 1.6899]],
  "smiles": "CNN(C)[C@@H](O)[NH+](C)C",
  "total_charge": 1,
  "orbital_gap_ev": 10.670,
  "e_above_lowest_kcal_mol": 103.6,
  "spin_multiplicity": 1
}

=====

Record 5
{
  "formula": "C5H16N3O",
  "method": "wB97M-V/def2-TZVPD",
  "elements": ["C", "C", "C", "N", "N", "N", "H", "H", "H", "H", "H", "H", "H", "H", "H", "H", "C", "C", "O", "H", "H", "H", "H", "H", "H"],
  "positions_angstrom": [[0.7565, 0.0187, 1.4040], [0.8835, -0.8918, 2.6353], [-1.3744, 1.3565, 1.0129], [-0.3382, 0.9287, 1.7294], [-1.6662, 0.8474, -0.1794], [-2.0352, 2.4543, 1.4274], [1.7408, 0.5099, 1.2819], [0.9101, -0.5450, 0.4779], [0.0797, -1.6190, 2.7837], [0.9954, -0.3231, 3.5567], [-0.2950, 1.2412, 2.6765], [-0.9843, 0.3757, -0.7570], [-2.2573, 1.4137, -0.7497], [-1.9189, 2.8249, 2.3483], [-2.9327, 2.5691, 1.0114], [1.7433, -1.5340, 2.4478], [1.4454, -1.6847, -2.1489], [1.8122, -1.0398, -3.5222], [0.0651, -1.4697, -1.8590], [1.6852, -2.7420, -2.0488], [2.0114, -1.0434, -1.4516], [1.3856, -0.0419, -3.5379], [-0.4388, -2.2033, -2.1748], [1.3965, -1.6792, -4.2902], [2.9005, -0.9932, -3.5297]],
  "total_charge": 1,
  "orbital_gap_ev": 10.545,
  "e_above_lowest_kcal_mol": 26.8,
  "spin_multiplicity": 1
}

=====

Record 6
{
  "formula": "C5H16N3S",
  "method": "wB97M-V/def2-TZVPD",
  "elements": ["C", "C", "N", "N", "N", "H", "H", "H", "H", "H", "H", "H", "H", "C", "C", "C", "S", "H", "H", "H", "H", "H", "H", "H", "H"],
  "positions_angstrom": [[0.7294, 2.4755, -0.5550], [-1.4121, 1.6567, 0.4547], [-0.7209, 2.1531, -0.6506], [-2.6880, 1.1628, 0.2880], [-0.8017, 1.5031, 1.6546], [-1.2171, 2.4463, -1.4752], [-3.4192, 1.1629, 1.0238], [-3.1335, 1.2736, -0.5920], [-1.3230, 1.3368, 2.5289], [0.1830, 1.7835, 1.8437], [1.3853, 1.5396, -0.6175], [0.8741, 3.2173, 0.2648], [0.9748, 2.9419, -1.5436], [-0.1170, -1.8610, -0.3389], [-0.6797, -1.3363, -1.6640], [2.1605, -2.0172, 1.3865], [1.7182, -1.7986, -0.3368], [-0.7744, -1.3448, 0.3916], [-0.3066, -2.9877, -0.1421], [-1.3497, -1.9195, -2.2002], [0.1642, -1.3334, -2.3393], [3.1082, -1.5230, 1.5427], [2.3220, -3.1550, 1.4674], [1.5322, -1.5562, 2.1024], [-1.1235, -0.3446, -1.6096]],
  "total_charge": 1,
  "orbital_gap_ev": 8.038,
  "e_above_lowest_kcal_mol": 45.1,
  "spin_multiplicity": 1
}

=====

Record 7
{
  "formula": "C5H16N5O",
  "method": "wB97M-V/def2-TZVPD",
  "elements": ["C", "C", "C", "C", "C", "N", "N", "N", "N", "N", "O", "H", "H", "H", "H", "H", "H", "H", "H", "H", "H", "H", "H", "H", "H", "H", "H"],
  "positions_angstrom": [[-0.7338, 2.7748, -1.3042], [1.3447, 0.9759, 1.7189], [-1.0756, -0.5624, -1.6271], [0.4465, -3.1143, 0.9231], [0.0519, 1.2242, -0.3056], [-2.8085, 3.7220, -1.8259], [-2.0714, 2.6987, -1.4073], [0.8010, 1.6860, 0.6241], [-0.2276, -0.0707, -0.4801], [1.4989, -2.1895, 0.4356], [0.0664, 3.6348, -1.4076], [0.7256, 0.8179, 2.5282], [1.7957, 0.0578, 1.3601], [2.1247, 1.6616, 1.9993], [-1.4399, 0.2462, -2.2792], [-0.6231, -1.3448, -2.2725], [-1.9317, -1.1525, -1.1428], [-0.1544, -3.5291, 0.1145], [0.9615, -3.8416, 1.5723], [-0.3082, -2.5826, 1.5556], [-3.7104, 3.9488, -1.4827], [-2.9740, 3.7229, -2.7982], [-2.3427, 1.6767, -1.1460], [1.0031, 2.7623, 0.4762], [0.3240, -0.8088, 0.0010], [2.2336, -2.6681, -0.1835], [2.0127, -1.8107, 1.2634]],
  "total_charge": 1,
  "orbital_gap_ev": 10.787,
  "e_above_lowest_kcal_mol": 83.6,
  "spin_multiplicity": 1
}

=====

Record 8
{
  "formula": "C5H16NO",
  "method": "wB97M-V/def2-TZVPD",
  "elements": ["C", "C", "C", "C", "C", "N", "H", "H", "H", "H", "H", "H", "H", "H", "H", "H", "H", "H", "H", "H", "H", "H", "O"],
  "positions_angstrom": [[-1.0690, -0.4983, -0.2548], [-0.0778, 0.3519, -1.0811], [-0.0318, -0.3097, -2.4767], [1.2926, 0.3702, -0.3474], [2.3847, 1.1570, -1.0711], [-0.8700, -0.3979, 1.2595], [-2.1828, -0.3498, -0.4247], [-0.8413, -1.5862, -0.3894], [-0.4337, 1.3491, -1.3493], [-0.9152, -0.3026, -3.1375], [0.1416, -1.3946, -2.3716], [0.7534, 0.2063, -3.0344], [1.6600, -0.6680, -0.3837], [1.0924, 0.9548, 0.5544], [2.1043, 2.1763, -1.3241], [2.6579, 0.7204, -2.0358], [3.3052, 1.1941, -0.4974], [-1.4954, -1.0825, 1.6913], [-1.0231, 0.4449, 1.8930], [0.1011, -0.7522, 1.4484], [-1.8740, 0.1576, 4.6187], [-2.7088, -1.0733, 4.5960], [-1.9701, -0.6677, 4.1178]],
  "total_charge": 0,
  "orbital_gap_ev": [4.095, 12.273],
  "e_above_lowest_kcal_mol": 42.0,
  "spin_multiplicity": 2
}